# C23H32N4O2

C23H32N4O2 in the gas phase (ωB97M-V/def2-TZVPD, the OMol25 dataset).

The geometry in ORCA input format:
```
! wB97M-V def2-TZVPD RIJCOSX def2/J DEFGRID3
* xyz 0 1
C 4.2435 3.0403 2.6969
C 4.1133 2.6596 1.2531
C 3.4565 3.4988 0.3611
C 3.3271 3.1447 -0.9689
C 3.8446 1.9448 -1.4243
C 4.4977 1.0871 -0.5489
C 5.0077 -0.2532 -1.0202
N 4.0385 -1.3384 -0.9297
C 3.6041 -1.6297 0.4217
C 2.8313 -2.9528 0.4155
N 1.7017 -2.8536 -0.4761
C 0.3922 -2.8798 -0.1504
O -0.4805 -2.7148 -0.9835
C 0.0533 -3.1617 1.3104
C -1.4644 -3.1524 1.4872
C -1.9983 -1.8187 1.1173
N -1.4677 -0.6671 1.3658
N -2.2928 0.2688 0.8438
C -3.2846 -0.3584 0.3055
C -4.4780 0.2164 -0.3631
C -4.1531 1.5814 -0.9692
C -5.3936 2.1833 -1.6211
C -6.5253 2.3119 -0.6063
C -6.8538 0.9502 -0.0026
C -5.6185 0.3476 0.6577
O -3.1644 -1.6983 0.4527
C 2.1030 -2.4930 -1.8205
C 2.8843 -1.1795 -1.7947
C 4.6269 1.4597 0.7833
H 4.5006 4.0931 2.7957
H 5.0062 2.4435 3.1913
H 3.2956 2.8786 3.2107
H 3.0493 4.4358 0.7127
H 2.8208 3.8069 -1.6559
H 3.7482 1.6772 -2.4667
H 5.8760 -0.5518 -0.4250
H 5.3159 -0.1885 -2.0675
H 4.4845 -1.7305 1.0602
H 2.9558 -0.8362 0.8326
H 2.5171 -3.2061 1.4251
H 3.4938 -3.7420 0.0399
H 0.4568 -4.1309 1.6084
H 0.4820 -2.3759 1.9336
H -1.7205 -3.3732 2.5267
H -1.9319 -3.8949 0.8394
H -4.7890 -0.4793 -1.1503
H -3.7872 2.2352 -0.1767
H -3.3539 1.4729 -1.7038
H -5.1513 3.1638 -2.0348
H -5.7182 1.5436 -2.4455
H -6.2214 2.9958 0.1890
H -7.4126 2.7286 -1.0874
H -7.6513 1.0508 0.7364
H -7.2086 0.2800 -0.7892
H -5.2858 0.9920 1.4745
H -5.8559 -0.6344 1.0736
H 1.2017 -2.3955 -2.4264
H 2.7383 -3.2880 -2.2248
H 3.2305 -0.9467 -2.8036
H 2.2164 -0.3710 -1.4525
H 5.1473 0.8035 1.4681
*
```

Summary:
Relative energy (zero: lowest compared OMol25 entry of this formula, charge and spin): 1.825 eV

---

# C4H18O4S2

5 unconnected molecules or ions with the total composition C4H18O4S2 (ωB97M-V/def2-TZVPD, the OMol25 dataset).

The geometry in ORCA input format:
```
! wB97M-V def2-TZVPD RIJCOSX def2/J DEFGRID3
* xyz 0 1
C -0.7818 2.7008 0.0319
C -0.2695 1.3134 -0.5571
C 1.0900 1.6583 -1.2260
S 2.5138 1.5280 -0.0368
S 2.0886 0.0737 1.3063
C 2.1844 -1.4218 0.4037
H -0.2224 2.7858 0.9616
H -0.5464 3.4561 -0.6979
H -1.8606 2.7839 0.2285
H -0.4215 0.5004 0.1612
H -1.0211 1.0920 -1.3332
H 1.2180 1.0145 -2.0894
H 1.0583 2.7357 -1.3422
H 1.2983 -1.8632 -0.0440
H 2.8309 -1.2448 -0.4683
H 2.6661 -2.3565 0.6916
O 0.6900 -3.0314 -1.6381
H -0.0986 -2.9368 -2.1903
H 0.5152 -3.8890 -1.2325
O -2.8563 -2.0743 -0.4590
H -3.6187 -2.6429 -0.3381
H -3.3359 -1.3451 -0.8707
O -3.8611 0.3989 -1.5749
H -3.1633 1.0788 -1.5737
H -4.6314 0.9781 -1.6845
O -3.0243 -1.3268 2.9729
H -3.1261 -1.4109 2.0198
H -2.4375 -0.5896 3.1688
*
```

Summary:
Relative energy (zero: lowest compared OMol25 entry of this formula, charge and spin): 0.332 eV

---

# C21H22IN7O3S2Sn

A molecular structure, C21H22IN7O3S2Sn (ωB97M-V/def2-TZVPD, the OMol25 dataset).

The geometry in ORCA input format:
```
! wB97M-V def2-TZVPD RIJCOSX def2/J DEFGRID3
* xyz 2 1
Sn 1.6032 -0.2203 0.3949
N 3.4509 -4.0810 2.6257
C 3.0909 -3.0849 1.8304
S 3.1485 -1.4565 2.3635
N 2.6590 -3.3748 0.6284
N 2.3944 -2.5267 -0.2995
C 2.3500 -2.7493 -1.5471
C 2.1271 -1.6593 -2.4839
C 1.8562 -1.9342 -3.8147
C 1.6755 -0.8784 -4.6970
C 1.7988 0.4144 -4.2222
C 2.0815 0.6029 -2.8774
N 2.2359 -0.4058 -2.0274
H 3.8151 -3.8888 3.5437
H 3.4219 -5.0354 2.2981
H 2.5169 -3.7472 -1.9437
H 1.7723 -2.9596 -4.1488
H 1.4481 -1.0678 -5.7370
H 1.6738 1.2658 -4.8748
H 2.2096 1.6006 -2.4769
C -6.5905 -1.7614 0.3672
C -5.2197 -1.2336 0.0764
C -5.0215 -0.2582 -0.9005
C -3.7474 0.1753 -1.2239
C -2.6695 -0.3702 -0.5456
C -2.8373 -1.3042 0.4707
C -4.1138 -1.7307 0.7742
S -1.0413 0.0258 -1.0521
O -1.0026 0.6714 -2.3276
O -0.2257 -1.1891 -0.9006
N -0.3407 0.9746 0.0973
C 0.2197 2.1816 -0.2168
C -0.4863 3.3363 -0.5659
C 0.2199 4.5067 -0.7486
C 1.6041 4.5311 -0.5761
C 2.2332 3.3518 -0.2448
N 1.5497 2.2135 -0.0869
H -7.3032 -1.4667 -0.3992
H -6.9528 -1.3879 1.3272
H -6.5681 -2.8488 0.4372
H -5.8723 0.1562 -1.4244
H -3.5822 0.9002 -2.0103
H -1.9701 -1.7023 0.9799
H -4.2625 -2.4728 1.5479
H -1.5614 3.2919 -0.6594
H -0.3108 5.4117 -1.0137
H 2.1726 5.4404 -0.6999
H 3.3069 3.2879 -0.1174
N 0.7637 0.4749 4.9020
C 1.1130 0.9890 3.7268
O 0.8319 0.4184 2.6597
C 1.8499 2.3093 3.7620
I 3.9724 1.9775 3.8563
H 0.2645 -0.3998 4.9375
H 0.9882 0.9239 5.7735
H 1.5983 2.9018 4.6353
H 1.6617 2.8607 2.8478
*
```

Summary:
Relative energy (zero: lowest compared OMol25 entry of this formula, charge and spin): 1.769 eV

---

# C5H8

C5H8 in the gas phase (ωB97M-V/def2-TZVPD, the OMol25 dataset).

The geometry in ORCA input format:
```
! wB97M-V def2-TZVPD RIJCOSX def2/J DEFGRID3
* xyz 0 1
C -1.9623 -0.9071 -1.2335
C -0.6607 -0.8748 -0.9213
C -0.1491 0.0996 0.0183
C 1.0925 0.1821 0.4917
C 1.5435 1.2919 1.4170
H -2.5605 -0.0220 -1.0406
H -2.4687 -1.7973 -1.5768
H 0.0413 -1.5701 -1.3705
H -0.7526 0.9816 0.2366
H 1.7651 -0.6709 0.5469
H 1.0828 1.2114 2.4067
H 2.6195 1.2352 1.5423
H 1.2263 2.2634 1.0493
*
```

Summary:
Relative energy (zero: lowest compared OMol25 entry of this formula, charge and spin): 1.136 eV